[1]
{"formula": "C27H33Cl14NO3S", "method": "ωB97M-V with the def2-TZVPD basis set", "species": ["C", "C", "C", "C", "N", "C", "S", "C", "O", "C", "C", "O", "C", "C", "C", "C", "C", "O", "H", "H", "H", "H", "H", "Cl", "C", "C", "Cl", "H", "H", "H", "H", "Cl", "C", "C", "Cl", "H", "H", "H", "H", "Cl", "C", "C", "Cl", "H", "H", "H", "H", "Cl", "C", "C", "Cl", "H", "H", "H", "H", "Cl", "C", "C", "Cl", "H", "H", "H", "H", "Cl", "C", "C", "Cl", "H", "H", "H", "H", "Cl", "C", "C", "Cl", "H", "H", "H", "H"], "positions_angstrom": [[6.55215, -1.76510, -1.07816], [5.58858, -0.79103, -1.47841], [4.08893, -0.06110, -1.59832], [3.61799, 0.97314, -0.59144], [4.57352, 1.36682, 0.51520], [4.17546, 0.66466, 1.65928], [3.76706, 0.43417, 3.32896], [2.07987, 1.60462, -0.77295], [1.76204, 2.87777, -0.52299], [0.96072, 0.50537, -1.35340], [-0.60898, 0.44237, -0.88355], [-1.09720, 1.44521, 0.08840], [-1.55354, -0.75280, -1.53775], [-1.03197, -1.85718, -2.65112], [0.54984, -1.79160, -3.12642], [1.47764, -0.61764, -2.45648], [3.09853, -0.53402, -2.86051], [3.53553, -0.79287, -4.09538], [7.40316, -2.53730, -0.75867], [-2.01119, 1.77767, -0.20681], [-2.69194, -0.85119, -1.20397], [-1.69473, -2.71173, -3.09844], [1.01856, -2.54816, -3.90553], [-2.47320, -3.17456, -1.51665], [-3.94967, -3.33451, -0.53339], [-4.90192, -4.37869, -1.09429], [-5.63354, -3.86259, -2.63442], [-4.42322, -2.35007, -0.46881], [-3.63018, -3.62493, 0.47199], [-5.72551, -4.54569, -0.39346], [-4.39827, -5.33577, -1.26159], [7.23096, 0.17530, 6.83589], [6.68472, 1.78263, 6.29691], [5.55243, 2.32162, 7.15662], [4.04017, 1.40875, 6.92554], [6.39179, 1.70697, 5.24524], [7.55015, 2.44897, 6.36189], [5.33981, 3.35970, 6.88360], [5.80586, 2.29488, 8.22090], [2.18106, -1.62997, -9.22919], [3.01065, -0.57484, -8.05835], [2.13895, -0.25834, -6.85351], [0.76772, 0.79791, -7.27511], [3.32147, 0.33477, -8.58139], [3.91105, -1.10649, -7.73612], [2.72653, 0.27279, -6.09852], [1.73849, -1.16779, -6.39506], [-2.56593, -1.11145, 3.17891], [-3.65677, -2.03476, 4.24189], [-3.99916, -3.39959, 3.66597], [-5.03511, -3.27881, 2.22171], [-4.55431, -1.43258, 4.41323], [-3.13959, -2.15433, 5.19867], [-4.55372, -3.98647, 4.40448], [-3.09950, -3.95950, 3.39257], [-4.49869, -0.43808, -6.21058], [-2.97657, -0.73901, -7.08521], [-2.19613, -1.90251, -6.49457], [-1.53513, -1.52016, -4.88505], [-2.39100, 0.18542, -7.07616], [-3.24621, -0.96076, -8.12218], [-1.34381, -2.14311, -7.13724], [-2.81655, -2.79930, -6.40248], [0.12450, 2.95533, 6.65994], [0.78750, 2.92963, 5.00702], [0.00220, 2.00706, 4.08840], [0.21884, 0.29093, 4.51457], [1.84040, 2.63763, 5.06774], [0.74029, 3.95619, 4.63135], [0.35111, 2.12324, 3.05781], [-1.06893, 2.23013, 4.11208], [-2.37287, 4.26250, 5.22598], [-3.38431, 5.09762, 4.02102], [-3.87901, 4.15515, 2.93534], [-2.55989, 3.60196, 1.87348], [-2.80187, 5.92431, 3.60281], [-4.23601, 5.52100, 4.56190], [-4.60340, 4.67036, 2.29725], [-4.36672, 3.27188, 3.35916]], "forces_ev_per_angstrom": [[-6.6, 6.5, -2.5], [4.2, -6.5, 3.3], [0.2, 1.4, 1.8], [1.0, -3.1, -3.2], [-4.4, -5.1, 4.5], [1.0, 4.4, -0.3], [1.4, 0.3, -5.8], [-1.8, 4.1, 0.4], [2.2, -8.1, -1.3], [-1.5, -2.3, -1.1], [1.3, -1.5, -2.6], [-0.3, -2.2, -3.1], [2.9, 0.9, -0.9], [5.5, 4.0, 2.0], [-0.9, 3.3, 3.3], [-1.7, -0.4, 0.7], [0.6, -0.5, -3.8], [-2.4, 1.4, 7.8], [-2.3, 2.4, -1.1], [1.9, -1.0, 0.5], [3.0, 0.7, -0.7], [2.3, 2.5, 0.7], [-1.1, 1.9, 1.9], [-3.3, -3.1, 2.4], [0.1, -0.8, 0.2], [0.0, 0.0, 0.4], [0.0, 0.0, -0.1], [0.1, -0.2, -0.1], [0.0, 0.0, -0.6], [0.1, 0.1, -0.1], [0.0, 0.3, 0.0], [0.0, 0.0, 0.0], [-0.1, 0.3, -0.1], [0.3, 0.2, 0.0], [0.0, 0.0, 0.0], [0.0, 0.0, 0.3], [-0.2, -0.1, 0.1], [0.1, -0.2, 0.0], [-0.1, -0.1, -0.3], [-0.1, 0.0, -0.1], [0.2, 0.2, 0.3], [0.4, -0.1, 0.1], [-0.1, 0.0, -0.1], [-0.2, -0.2, 0.1], [-0.2, 0.1, 0.0], [-0.1, -0.2, -0.2], [0.1, 0.2, -0.1], [-0.2, -0.1, -0.1], [-0.1, -0.1, 0.1], [0.2, 0.0, 0.5], [-0.5, 0.1, 0.7], [0.2, -0.2, -0.1], [-0.1, -0.1, -0.2], [0.1, 0.2, -0.1], [-0.2, 0.2, 0.0], [0.0, 0.0, 0.1], [0.3, -0.1, -0.3], [-0.3, 0.1, -0.6], [-0.7, 0.5, -2.8], [-0.1, -0.2, 0.1], [0.0, 0.0, 0.2], [-0.1, 0.2, 0.1], [0.0, 0.2, 0.0], [0.2, -0.1, 0.2], [0.1, 0.0, -0.4], [0.0, 0.3, -0.1], [0.2, 0.0, 0.1], [-0.2, 0.0, 0.1], [-0.1, -0.2, 0.0], [0.0, 0.0, 0.2], [0.3, -0.1, 0.1], [-0.1, 0.2, -0.1], [-0.2, 0.1, -0.2], [-0.3, 0.2, 0.1], [0.1, 0.0, 0.1], [-0.1, -0.3, 0.0], [0.1, -0.1, -0.1], [0.2, 0.0, 0.1], [0.2, 0.2, 0.0]], "orbital_gap_ev": 6.66, "max_force_ev_per_a": 9.6}

[2]
{"formula": "C13H22N3O3Rb", "method": "ωB97M-V with the def2-TZVPD basis set", "species": ["Rb", "N", "C", "C", "N", "C", "C", "N", "H", "H", "H", "H", "H", "H", "H", "H", "H", "H", "H", "H", "H", "C", "O", "C", "C", "C", "C", "C", "C", "O", "C", "O", "C", "H", "H", "H", "H", "H", "H", "H", "H", "H"], "positions_angstrom": [[0.84221, -0.43097, -0.81002], [-1.22702, -1.79282, -2.34573], [-0.92737, -3.22370, -2.37148], [0.38925, -3.43038, -3.11808], [1.48169, -2.82585, -2.36191], [2.36578, -3.74828, -1.66475], [2.98285, -3.07274, -0.44138], [3.55483, -1.78108, -0.82547], [-1.94541, -1.57127, -1.66692], [-1.57222, -1.49704, -3.25056], [-1.71400, -3.82925, -2.84018], [-0.79939, -3.57209, -1.34413], [0.30366, -2.94712, -4.09457], [0.56006, -4.49928, -3.29004], [2.03322, -2.20596, -2.93694], [3.17104, -4.12039, -2.31578], [1.78405, -4.61031, -1.33236], [3.71740, -3.75563, 0.00152], [2.19566, -2.89582, 0.29553], [4.43587, -1.91762, -1.30625], [3.74767, -1.21913, -0.00494], [-4.96316, 3.41550, 1.31344], [-3.91322, 3.89249, 2.12622], [-2.69186, 3.32244, 1.95130], [-1.66477, 3.85954, 2.76007], [-0.40312, 3.35865, 2.64043], [-0.06868, 2.30550, 1.75643], [1.29147, 1.83653, 1.68013], [2.37827, 2.62783, 2.39978], [1.65633, 0.82687, 1.05867], [-1.11805, 1.73363, 0.93526], [-0.93691, 0.79313, 0.10903], [-2.42823, 2.30857, 1.07378], [-5.84029, 4.00707, 1.56550], [-5.17507, 2.36080, 1.50979], [-4.73532, 3.54584, 0.25194], [-1.90000, 4.65498, 3.45419], [0.37199, 3.78369, 3.26501], [2.33236, 3.68806, 2.15232], [3.34439, 2.22951, 2.09910], [2.27788, 2.51623, 3.48080], [-3.19385, 1.87986, 0.44123]], "forces_ev_per_angstrom": [[0.8, -1.4, -1.9], [-0.3, -0.2, -0.1], [0.1, 0.0, -0.2], [-0.1, 0.0, 0.2], [0.1, -0.3, -0.3], [0.0, 0.2, 0.1], [0.0, -0.1, -0.2], [0.2, -0.1, 0.1], [0.0, 0.1, 0.0], [0.0, 0.1, 0.0], [0.0, 0.0, 0.1], [0.0, 0.0, 0.0], [0.0, -0.1, 0.0], [0.0, 0.0, -0.1], [0.0, 0.0, 0.0], [0.0, -0.1, 0.0], [0.0, 0.0, 0.0], [-0.1, 0.0, 0.1], [0.1, 0.0, 0.0], [0.0, 0.0, 0.0], [0.1, 0.0, 0.0], [-0.1, 0.0, 0.0], [0.0, 0.0, 0.0], [0.2, 0.0, 0.0], [0.0, 0.1, 0.2], [0.0, 0.0, 0.0], [-0.2, -0.1, -0.2], [0.3, 0.0, 0.1], [0.0, -0.1, -0.1], [0.5, 0.9, 1.3], [-0.1, 0.1, 0.1], [-1.3, 0.9, 0.7], [-0.1, -0.1, -0.1], [0.0, 0.0, 0.0], [0.0, 0.0, 0.0], [0.0, 0.0, 0.0], [0.0, 0.0, 0.0], [0.0, 0.0, 0.0], [0.0, 0.0, 0.1], [0.0, 0.0, 0.0], [0.0, 0.1, 0.0], [0.0, 0.0, 0.0]], "orbital_gap_ev": 6.71, "max_force_ev_per_a": 2.5}

[3]
{"formula": "C19H58N12O11", "method": "ωB97M-V with the def2-TZVPD basis set", "species": ["C", "O", "C", "C", "N", "C", "C", "O", "C", "H", "H", "H", "H", "H", "H", "H", "H", "H", "H", "H", "H", "H", "H", "H", "C", "O", "C", "C", "N", "C", "C", "O", "C", "H", "H", "H", "H", "H", "H", "H", "H", "H", "H", "H", "H", "H", "H", "H", "C", "O", "N", "N", "H", "H", "H", "H", "C", "O", "N", "N", "H", "H", "H", "H", "C", "O", "N", "N", "H", "H", "H", "H", "C", "O", "N", "N", "H", "H", "H", "H", "C", "O", "N", "N", "H", "H", "H", "H", "C", "O", "H", "H", "H", "H", "C", "O", "H", "H", "H", "H"], "positions_angstrom": [[-3.61845, 0.21554, -2.30775], [-2.94616, -0.77911, -1.53779], [-2.84263, -0.50433, -0.17300], [-1.81954, -1.39249, 0.51729], [-2.44965, -2.07265, 1.66131], [-1.55299, -2.04376, 2.82441], [-2.31733, -2.50100, 4.09488], [-2.99412, -1.48629, 4.93684], [-3.85490, -0.66420, 4.12754], [-4.65452, 0.32089, -1.98593], [-3.75425, 0.01634, -3.37075], [-3.03362, 1.11796, -2.12971], [-3.85218, -0.41829, 0.22889], [-2.34932, 0.46732, -0.14774], [-0.90260, -0.93755, 0.89193], [-1.43747, -2.12356, -0.19521], [-2.67937, -3.02471, 1.41450], [-1.04697, -1.08747, 2.95690], [-0.69055, -2.68683, 2.64903], [-1.60406, -3.08422, 4.67731], [-3.04816, -3.30288, 3.99010], [-4.59525, -0.15907, 4.74790], [-4.44489, -1.15863, 3.35582], [-3.22508, 0.01557, 3.55367], [0.46809, -2.20607, 3.97452], [-0.02952, -0.91705, 3.60853], [0.42541, -0.50888, 2.37078], [1.63460, 0.35503, 2.48175], [1.96513, 1.31063, 1.35588], [1.92670, 0.69875, 0.05666], [2.97799, -0.42980, -0.21115], [4.20210, 0.28327, -0.18348], [5.25294, -0.62233, 0.20212], [1.54044, -2.24218, 4.16654], [0.15728, -2.99286, 3.28716], [-0.04460, -2.50700, 4.88813], [-0.33553, 0.17084, 1.98734], [0.71891, -1.25995, 1.63740], [2.44921, -0.33525, 2.70089], [1.49560, 0.99734, 3.35136], [2.83739, 1.77986, 1.55365], [1.94141, 1.50277, -0.67916], [0.92511, 0.34117, -0.18220], [2.81833, -0.87281, -1.19418], [2.94186, -1.11931, 0.63229], [5.89889, -0.48354, -0.66483], [5.04797, -1.64879, 0.50619], [5.81941, -0.18816, 1.02594], [0.87084, -2.16143, -0.21935], [0.71128, -1.30993, -1.05294], [2.00584, -2.76617, 0.02790], [0.02364, -2.35350, 0.73222], [1.98214, -3.27752, 0.89857], [2.86682, -2.58574, -0.46833], [0.20096, -3.07741, 1.41383], [-0.74184, -1.70804, 0.86460], [-0.34692, 4.01667, -1.76160], [0.12223, 4.32320, -2.84594], [-0.92647, 2.90636, -1.69179], [-0.10267, 4.65815, -0.63918], [-1.05237, 2.38968, -2.55045], [-1.19007, 2.68840, -0.74147], [0.38493, 5.51560, -0.85626], [-0.53220, 4.49610, 0.26045], [-2.31875, -2.09389, -3.21688], [-2.47818, -2.61744, -4.31388], [-1.56956, -1.13197, -2.92092], [-2.95920, -2.47937, -2.17976], [-0.92626, -0.61906, -3.50674], [-1.31545, -1.42202, -1.98743], [-2.92107, -1.95788, -1.31565], [-3.71865, -3.13044, -2.31924], [2.50188, 2.78394, -3.05290], [3.56212, 2.48956, -3.60025], [2.02001, 4.02588, -2.88520], [1.72511, 1.88226, -2.59040], [2.62124, 4.69165, -3.34929], [1.02993, 4.15226, -2.73075], [1.88303, 0.92956, -2.88623], [0.84042, 2.10567, -2.15739], [-0.48320, 2.68022, 1.05223], [-1.37103, 3.21558, 0.43712], [-0.18340, 2.96126, 2.33499], [0.40471, 1.85556, 0.54677], [0.59346, 2.52634, 2.81190], [-0.81328, 3.64076, 2.73702], [0.15368, 1.60079, -0.39778], [0.94906, 1.30414, 1.19461], [2.51558, -0.39449, -3.57018], [1.28886, 0.02907, -3.20583], [2.46005, -0.94155, -4.51131], [3.07499, 0.48245, -3.89597], [3.08958, -0.92086, -2.80757], [0.96610, -0.84824, -2.98731], [-0.39488, 0.54386, -1.50715], [-0.60135, -0.17614, -0.29838], [0.58927, 1.00537, -1.42612], [-0.45176, -0.07228, -2.40450], [-1.10580, 1.36766, -1.44367], [-0.25445, -1.05490, -0.46880]], "forces_ev_per_angstrom": [[-0.5, 0.7, 1.0], [-3.6, 12.7, 5.2], [-0.8, 3.4, 1.2], [-11.5, -1.1, 0.1], [0.0, -0.5, -0.1], [-6.9, -2.4, -2.6], [-0.2, 0.1, 0.7], [0.6, -0.9, -1.5], [0.4, 0.0, -0.2], [0.0, 0.3, 0.6], [0.9, -0.6, 0.1], [-0.5, 0.4, -0.4], [0.0, -0.5, 0.7], [-1.1, 0.5, 0.8], [-4.6, 5.7, 1.6], [-2.1, 0.1, -0.6], [-0.3, -0.2, -0.1], [-5.2, -1.3, -1.0], [-3.2, 0.1, -0.8], [-0.3, 0.7, 0.8], [-0.5, 0.2, -1.2], [0.5, 0.2, 0.3], [0.2, -0.8, 0.1], [-0.1, 0.5, 0.2], [2.2, -0.2, 2.6], [8.1, 1.2, 4.7], [2.1, 3.6, -1.2], [2.7, 0.5, 1.6], [14.4, -6.0, 6.4], [3.9, -3.2, -2.4], [0.0, 4.3, 1.1], [0.2, -1.8, 1.1], [1.4, 2.2, -0.9], [0.1, 0.5, -0.1], [2.2, 0.0, 1.1], [0.6, 0.5, 0.1], [-0.4, -0.3, -0.1], [-0.3, 0.8, 1.8], [0.5, 0.1, 0.2], [0.3, -0.1, 0.3], [0.3, 0.0, 0.1], [1.9, -0.3, 0.3], [2.5, -1.1, 1.8], [0.1, 0.0, 0.6], [0.3, 0.5, -0.3], [0.6, -1.2, 0.1], [-0.6, 0.0, -0.5], [-0.1, 0.1, 0.3], [3.3, -2.7, 1.0], [5.9, -5.8, -6.8], [2.1, -3.2, -0.1], [4.4, -8.7, 0.9], [0.9, -0.1, -0.5], [-0.5, -0.6, 0.1], [0.3, 0.0, -0.6], [2.5, -4.1, 1.8], [-0.7, 1.8, 0.8], [-15.4, 4.9, -3.1], [-2.6, -2.1, -3.3], [2.3, 4.0, -0.3], [-0.1, 1.0, -0.1], [-1.4, -0.2, -0.1], [0.1, 0.0, 0.4], [0.1, 0.8, -0.9], [-2.4, -4.7, -5.8], [-0.2, 0.1, -1.5], [6.7, 2.2, -1.6], [-3.3, -11.6, 1.1], [-0.6, -1.5, -1.2], [1.4, 1.5, -0.8], [-0.7, -3.9, -0.9], [0.5, -0.5, -0.4], [1.6, 4.5, -0.7], [1.5, -0.4, -0.9], [12.2, -1.2, -0.8], [-0.6, 1.7, 2.4], [-0.1, 0.2, 0.1], [6.3, -0.2, 0.3], [0.8, 4.6, 2.6], [0.9, 0.8, -1.3], [3.7, -2.6, 2.0], [-5.1, 0.7, 3.4], [-1.4, 1.2, 1.3], [-13.9, 6.7, -5.3], [-0.4, 0.6, -0.1], [0.5, -0.3, 0.7], [-0.3, 1.4, 1.6], [-5.7, 2.1, 0.3], [4.3, -1.0, -3.9], [-4.8, -9.4, -3.0], [0.1, -0.7, 0.2], [0.6, 0.2, 0.4], [-0.2, -0.1, -0.2], [-1.1, -0.4, 0.5], [-1.2, -0.2, 0.7], [-2.6, 8.3, -1.8], [-1.0, -1.4, -1.0], [0.6, 2.4, 2.5], [-0.1, -3.1, -0.3], [-1.2, 1.7, -1.6]], "orbital_gap_ev": 6.52, "max_force_ev_per_a": 16.8}

no.,HOMO level (eV)
1,-8.450
2,-6.691
3,-7.063